# 1
DFT (ωB97M-V/def2-TZVPD) results for 2 unconnected molecules or ions with the total composition C3H12NS2.

Atoms and positions in Å:
S (-0.426, 3.225, -2.510)
S (-2.151, 2.091, -2.196)
H (0.234, 2.398, -3.353)
H (-1.688, 1.532, -1.074)
C (0.445, -1.371, 0.915)
C (0.115, -0.018, 0.286)
C (1.396, 0.705, -0.124)
N (-0.798, -1.972, 1.504)
H (0.819, -2.073, 0.170)
H (1.185, -1.296, 1.710)
H (-0.452, 0.558, 1.024)
H (-0.483, -0.197, -0.609)
H (2.150, 0.696, 0.664)
H (1.825, 0.278, -1.028)
H (1.202, 1.754, -0.336)
H (-1.117, -1.426, 2.317)
H (-1.550, -1.951, 0.807)
H (-0.706, -2.934, 1.835)

Values from the calculation:
Orbital gap ... 8.33 eV
Multiplicity ... 1
Total charge ... +1
Energy above the lowest of the compared OMol25 structures with the same formula, charge and spin ... 13.9 kcal per mole
Highest occupied orbital energy ... -12.2 eV

***

# 2
DFT (ωB97M-V/def2-TZVPD) results for 3 unconnected molecules or ions with the total composition C3H12O2S in a non-equilibrium geometry.

Atoms and positions in Å:
C (0.267, 0.262, -0.216)
C (1.484, 0.735, 0.630)
S (2.668, 1.448, -0.681)
C (1.538, 2.037, -1.936)
H (-0.516, -0.208, 0.403)
H (-0.206, 1.167, -0.493)
H (0.723, -0.255, -1.003)
H (1.493, 1.569, 1.257)
H (1.997, -0.159, 1.191)
H (0.824, 2.739, -1.386)
H (0.896, 1.368, -2.628)
H (2.259, 2.429, -2.614)
O (-3.895, -3.003, -0.119)
H (-4.643, -2.579, -0.689)
H (-4.267, -3.488, 0.548)
O (-3.027, -2.077, 2.741)
H (-2.923, -2.211, 1.811)
H (-2.687, -1.116, 2.661)

Values from the calculation:
Orbital gap ... 8.99 eV
Multiplicity ... 1
SMILES ... CCSC.O.O
Energy above the lowest of the compared OMol25 structures with the same formula, charge and spin ... 45.7 kcal per mole
Highest occupied orbital energy ... -8.4 eV

***

# 3
DFT (ωB97M-V/def2-TZVPD) results for 4 unconnected molecules or ions with the total composition C3H12O2S2 in a non-equilibrium geometry.

Atoms and positions in Å:
C (0.083, 1.775, -0.859)
C (-0.684, 2.829, -1.658)
C (-0.671, 1.024, 0.243)
S (-2.077, 0.154, -0.320)
S (2.757, 0.027, -0.282)
H (0.359, 0.878, -1.544)
H (1.078, 2.115, -0.541)
H (-1.448, 3.275, -1.004)
H (-1.101, 2.324, -2.542)
H (-0.076, 3.573, -2.186)
H (0.021, 0.277, 0.625)
H (-1.028, 1.787, 0.948)
H (3.689, -0.436, -1.072)
H (1.291, -3.269, 1.765)
H (1.762, -1.837, 1.620)
O (1.299, -2.424, 2.226)
H (-2.593, -2.874, 1.296)
H (-1.874, -1.784, 0.496)
O (-1.730, -2.644, 0.936)

Values from the calculation:
Orbital gap ... 3.30 eV
Multiplicity ... 1
Energy above the lowest of the compared OMol25 structures with the same formula, charge and spin ... 144.7 kcal per mole
Highest occupied orbital energy ... -8.4 eV

***

# 4
DFT (ωB97M-V/def2-TZVPD) results for 3 unconnected molecules or ions with the total composition C3H12O2S2.

Atoms and positions in Å:
C (0.849, 2.132, -2.215)
C (-0.251, 1.144, -1.854)
S (-0.568, 0.970, -0.065)
S (0.868, -0.246, 0.690)
C (2.361, 0.787, 0.929)
H (1.686, 2.128, -1.507)
H (0.439, 3.135, -2.228)
H (1.295, 1.900, -3.183)
H (-1.185, 1.567, -2.210)
H (-0.053, 0.160, -2.258)
H (3.117, 0.460, 0.219)
H (2.101, 1.823, 0.763)
H (2.709, 0.574, 1.933)
O (-2.594, -1.197, 2.882)
H (-2.615, -1.334, 3.834)
H (-1.692, -1.409, 2.611)
O (-0.405, -3.255, -1.170)
H (-0.198, -2.634, -0.457)
H (-1.266, -2.982, -1.497)

Values from the calculation:
Orbital gap ... 9.62 eV
Multiplicity ... 1
SMILES ... CCSSC.O.O
Energy above the lowest of the compared OMol25 structures with the same formula, charge and spin ... 13.0 kcal per mole
Highest occupied orbital energy ... -9.0 eV

***

# 5
DFT (ωB97M-V/def2-TZVPD) results for 3 unconnected molecules or ions with the total composition C3H12O2S2 in a non-equilibrium geometry.

Atoms and positions in Å:
C (-1.157, 1.955, -0.518)
C (0.210, 2.056, 0.385)
S (1.419, 0.814, 0.067)
S (2.177, 0.547, 2.131)
C (0.590, -0.385, 2.848)
H (-1.428, 3.028, -0.637)
H (-0.845, 1.269, -1.313)
H (-2.048, 1.527, -0.073)
H (-0.047, 2.128, 1.422)
H (0.550, 3.054, 0.062)
H (-0.128, 0.327, 3.244)
H (0.978, -1.287, 3.335)
H (0.006, -0.644, 1.867)
O (-0.100, -1.068, -2.485)
H (-0.092, -0.138, -2.688)
H (0.472, -0.948, -1.724)
O (-0.430, -4.358, -1.971)
H (0.447, -4.504, -1.556)
H (-0.572, -3.373, -2.396)

Values from the calculation:
Orbital gap ... 8.98 eV
Multiplicity ... 1
SMILES ... CCSSC.O.O
Energy above the lowest of the compared OMol25 structures with the same formula, charge and spin ... 53.9 kcal per mole
Highest occupied orbital energy ... -9.2 eV

***

# 6
DFT (ωB97M-V/def2-TZVPD) results for 3 unconnected molecules or ions with the total composition C3H12O3 in a non-equilibrium geometry.

Atoms and positions in Å:
C (0.293, 0.759, 1.296)
C (-0.177, -0.588, 0.819)
C (0.325, -1.004, -0.546)
O (-1.706, -0.599, 0.653)
H (-0.052, 1.067, 2.283)
H (0.115, 1.511, 0.517)
H (1.333, 0.574, 1.442)
H (0.171, -1.207, 1.628)
H (1.440, -0.901, -0.629)
H (-0.265, -0.402, -1.342)
H (0.241, -2.131, -0.769)
H (-2.104, -0.155, 1.440)
O (4.258, 2.297, -1.089)
H (3.517, 2.894, -0.827)
H (3.790, 1.795, -1.772)
O (-3.823, -1.497, -1.382)
H (-4.140, -0.596, -1.058)
H (-3.217, -1.816, -0.664)

Values from the calculation:
Orbital gap ... 11.24 eV
Multiplicity ... 1
SMILES ... CC(C)O.O.O
Energy above the lowest of the compared OMol25 structures with the same formula, charge and spin ... 16.9 kcal per mole
Highest occupied orbital energy ... -10.7 eV

***

# 7
DFT (ωB97M-V/def2-TZVPD) results for a molecular structure, C3H12O3S in a non-equilibrium geometry.

Atoms and positions in Å:
C (-1.314, -0.194, -0.629)
O (-1.869, 0.959, -0.080)
C (0.071, 0.237, -1.235)
C (1.150, -0.776, -0.907)
S (2.835, -0.144, -1.461)
H (-1.906, -0.642, -1.460)
H (-1.179, -1.122, -0.021)
H (-0.968, 0.384, 0.500)
H (0.339, 1.197, -0.743)
H (-0.020, 0.477, -2.322)
H (1.248, -0.840, 0.198)
H (0.991, -1.779, -1.351)
H (3.359, -0.422, -0.271)
H (-1.314, 0.235, 2.316)
H (0.100, 1.061, 1.935)
O (-0.323, 0.194, 1.943)
H (-2.292, -0.027, 1.883)
H (-3.642, 0.062, 2.388)
O (-2.750, -0.166, 2.721)

Values from the calculation:
Orbital gap ... 9.60 eV
Multiplicity ... 1
Energy above the lowest of the compared OMol25 structures with the same formula, charge and spin ... 97.4 kcal per mole
Highest occupied orbital energy ... -9.1 eV

***

# 8
DFT (ωB97M-V/def2-TZVPD) results for 3 unconnected molecules or ions with the total composition C3H12O3S in a non-equilibrium geometry.

Atoms and positions in Å:
O (-0.100, -0.506, -0.293)
C (-0.521, 0.820, -0.490)
C (0.535, 1.824, -0.010)
C (1.502, 1.299, 1.029)
S (2.970, 0.396, 0.289)
H (-0.621, -1.042, -0.907)
H (-0.777, 1.093, -1.526)
H (-1.477, 1.038, 0.003)
H (1.071, 2.274, -0.846)
H (-0.015, 2.635, 0.473)
H (1.064, 0.761, 1.862)
H (2.017, 2.178, 1.426)
H (3.620, 0.350, 1.447)
O (-2.557, -1.029, -1.964)
H (-2.130, -0.455, -2.618)
H (-3.252, -1.471, -2.502)
O (-3.570, -2.578, 1.352)
H (-3.755, -1.644, 1.491)
H (-4.401, -2.956, 1.031)

Values from the calculation:
Orbital gap ... 8.86 eV
Multiplicity ... 1
SMILES ... OCCCS.O.O
Energy above the lowest of the compared OMol25 structures with the same formula, charge and spin ... 19.5 kcal per mole
Highest occupied orbital energy ... -8.5 eV